1.
# C17H24Br3F16O6P

A cluster of 4 separate species, C17H24Br3F16O6P in total at a distorted geometry (ωB97M-V with the def2-TZVPD basis set, the Open Molecules 2025 dataset).

```
67
Properties=species:S:1:pos:R:3:forces:R:3
Br 17.54538 -16.31318 18.39871 -0.9 -1.0 -0.9
Br 15.11177 -18.64633 18.18528 0.7 1.2 -0.7
Br 16.34175 -17.17101 15.44319 0.1 -0.1 1.0
P 12.63945 -20.55257 14.69779 1.6 2.0 -0.5
F 21.20759 -17.96318 16.58919 0.5 -1.1 -0.5
F 18.40695 -19.31760 19.59276 -0.7 -0.7 -0.1
F 22.03292 -20.66914 15.47209 -0.4 0.3 -0.4
F 16.26500 -19.56716 21.20716 0.7 -0.8 -0.4
F 19.17483 -24.19618 16.86031 -0.3 0.1 -0.1
F 21.53071 -25.64478 17.27896 -1.1 0.1 -0.3
F 19.67518 -19.44469 16.26841 -1.4 -0.8 -0.9
F 17.03549 -21.24121 22.36919 0.8 0.4 -1.4
F 16.80036 -23.55793 18.24211 0.7 -2.1 -0.4
F 19.30379 -21.20572 20.24381 -0.1 -1.9 -1.4
F 22.96592 -19.87402 17.24393 -0.6 -0.5 0.1
F 15.73545 -23.10262 15.66704 1.5 -1.1 0.0
F 14.75779 -22.94186 18.28679 -1.0 -0.2 0.4
F 22.19375 -23.92993 16.15019 -0.5 0.5 -1.8
F 16.95921 -21.27008 16.14387 0.5 -0.8 0.3
F 19.92611 -23.63044 18.82193 -0.1 -1.0 1.6
O 21.46367 -21.53914 17.47544 1.2 1.8 -0.6
O 16.45573 -21.55107 18.87015 -0.8 0.9 -1.8
O 12.54158 -21.04082 16.20721 0.9 -0.3 -0.5
O 12.06242 -19.02406 14.82446 -0.3 -1.3 -1.2
O 14.26152 -20.32414 14.49209 -1.7 -0.7 2.3
O 12.07143 -21.42294 13.65801 -0.2 0.9 0.7
C 14.84645 -19.95366 13.24836 -0.4 -0.8 -0.5
C 20.20938 -22.12947 17.18293 -0.7 1.8 -1.0
C 16.26984 -21.77416 20.22495 -0.2 -0.9 1.5
C 15.96661 -22.10016 16.52961 -2.7 1.8 -0.1
C 16.65656 -17.72425 17.28094 0.2 -0.5 0.8
C 20.17683 -23.57650 17.52734 0.8 -0.6 -2.0
C 12.66417 -17.90954 15.54102 0.2 -1.0 -0.3
C 11.46329 -21.55117 18.27391 0.2 0.0 -0.1
C 21.51901 -24.28730 17.22580 1.7 -0.2 2.9
C 15.90959 -21.00558 12.88289 0.0 0.2 0.2
C 15.98937 -22.55352 18.00173 1.8 1.3 0.8
C 16.99887 -20.73571 21.07634 -1.1 0.2 -0.6
C 18.40719 -20.28345 20.55053 0.8 1.8 3.0
C 21.80134 -20.33672 16.73865 0.7 -1.9 1.3
C 11.25467 -21.07903 16.83804 -0.1 0.2 0.7
C 20.77453 -19.24142 16.95216 0.4 2.9 1.0
C 12.30613 -16.57960 14.89663 0.0 -0.1 0.0
H 13.99033 -19.94992 12.57373 0.5 0.3 -0.7
H 19.47044 -21.62183 17.80289 -0.4 -0.3 0.0
H 22.16015 -23.97964 18.05187 0.0 0.1 0.4
H 16.77149 -20.91251 13.54363 -0.1 0.0 0.2
H 11.87994 -22.55802 18.30140 -0.3 -0.1 -0.1
H 15.51145 -22.01347 13.00007 -0.2 0.1 0.1
H 16.31367 -20.94463 11.87238 -0.3 0.4 -0.1
H 15.25603 -18.95652 13.40982 0.1 0.0 -0.4
H 15.23277 -21.83417 20.55506 -0.3 0.6 -0.3
H 16.63716 -22.75352 20.53156 0.6 -0.1 -0.1
H 15.01579 -21.57943 16.41616 0.2 0.9 0.5
H 11.24283 -16.34898 14.96223 0.0 -0.1 0.1
H 10.57937 -21.72590 16.27801 0.1 -0.2 0.0
H 12.85642 -15.77881 15.39060 0.0 0.0 0.2
H 12.18343 -20.94326 18.82157 0.1 0.3 -0.3
H 10.83830 -20.07198 16.81374 -0.1 0.1 0.0
H 13.73501 -18.11296 15.53497 0.0 0.4 0.1
H 10.54042 -21.49440 18.85115 -0.1 -0.2 -0.2
H 18.90161 -19.87226 21.43063 -0.6 0.9 0.3
H 12.58787 -16.52271 13.84521 0.0 -0.3 0.0
H 17.35088 -18.56441 17.26802 0.1 0.5 -0.2
H 20.55571 -19.04295 18.00136 -0.1 -1.0 0.3
H 12.30854 -18.01335 16.56612 0.0 0.4 0.1
H 19.91759 -21.96389 16.14583 0.2 -0.3 -0.1
```
Positions in Å, forces in eV/Å.

Properties
Frontier orbital gap: 0.3614 Ha
HOMO: -10.65 eV

Atom charges from the Mulliken analysis, given in e for atoms 1 to 6: atom 1 (Br): -0.093, atom 2 (Br): -0.009, atom 3 (Br): -0.091, atom 4 (P): 0.596, atom 5 (F): -0.344, atom 6 (F): -0.102

***

2.
# C11H18AsMoN3OS7

A structure of composition C11H18AsMoN3OS7 (ωB97M-V with the def2-TZVPD basis set, the Open Molecules 2025 dataset).

```
42
Properties=species:S:1:pos:R:3:forces:R:3
Mo -0.19527 -1.75265 -0.14214 -0.7 -0.3 -0.5
As -2.04134 -4.36121 -0.86183 -0.5 -0.6 -0.1
S -0.06782 -4.08843 0.19530 0.2 0.4 0.0
S 2.49021 -0.97006 0.86896 -0.1 -0.2 0.1
S -2.19290 -2.01780 -1.18820 0.7 -0.1 0.3
S -1.85091 -5.36960 -2.65918 0.2 0.3 0.1
S -0.95497 -1.43889 2.15491 0.2 0.0 0.1
S 1.23942 -1.80685 -2.02670 0.3 -0.1 -0.2
S -3.58189 -4.84529 0.43835 0.2 0.2 0.1
O -0.08551 0.38429 -0.62386 -0.1 -0.1 0.2
N 0.53544 0.75255 -1.73787 0.2 0.0 -0.4
N -2.75314 0.24814 1.17005 0.1 0.1 -0.1
N -0.99025 1.21511 2.27611 0.0 0.0 -0.2
C -1.60202 0.12723 1.80896 -0.3 0.3 0.5
C 1.11982 2.52163 -3.20615 0.1 0.0 -0.1
C 1.83507 0.29461 -3.66528 0.0 0.1 0.0
C -3.23953 1.53005 0.67789 -0.1 0.1 0.1
C 1.19605 -0.15155 -2.50306 -0.1 -0.1 0.3
C 0.49921 2.05786 -2.08102 -0.1 0.2 0.0
C 3.61805 -2.37120 0.64468 -0.1 0.2 0.0
C -2.88738 2.60850 1.69179 0.1 -0.1 0.0
C 1.80757 1.62032 -4.02142 0.0 -0.1 0.1
C -1.38703 2.57676 1.94273 -0.1 0.1 0.0
C 2.77258 -0.64305 2.63396 -0.1 -0.1 -0.3
H 1.06530 3.57132 -3.45233 0.0 0.0 0.1
H -3.18591 3.58954 1.32675 0.0 0.0 0.0
H 2.31464 1.95925 -4.91399 0.0 0.0 0.0
H 3.51028 -3.04500 1.49135 0.0 -0.1 0.0
H 1.86247 -0.22551 3.05864 0.0 0.0 0.0
H 3.32782 -2.88464 -0.26865 0.0 0.0 0.0
H -0.05169 2.69703 -1.40877 0.0 -0.1 0.1
H -3.12611 -0.59813 0.75787 0.1 -0.1 0.0
H 4.64047 -2.01000 0.56601 0.0 -0.1 0.0
H -1.11634 3.22498 2.77530 0.0 0.0 0.0
H 2.33741 -0.45431 -4.26023 0.0 0.0 0.0
H -2.77983 1.74665 -0.29073 0.0 0.0 0.0
H 3.59853 0.05420 2.75144 0.0 0.0 0.1
H 2.99132 -1.58173 3.13688 0.0 0.0 0.1
H -0.84086 2.90948 1.05633 0.0 0.0 0.0
H -3.41164 2.40644 2.62720 0.0 0.1 0.0
H -4.31636 1.45940 0.53989 0.0 0.0 0.0
H -0.10298 1.06059 2.72005 0.1 -0.1 0.0
```
Positions in Å, forces in eV/Å.

Properties
Frontier orbital gap (alpha / beta): 0.2051 / 0.2202 Ha
2S+1: 3
HOMO (alpha / beta): -6.86 / -6.86 eV

Atom charges from the Mulliken analysis, given in e for atoms 1 to 6: atom 1 (Mo): 0.358, atom 2 (As): 0.478, atom 3 (S): -0.297, atom 4 (S): 0.336, atom 5 (S): -0.456, atom 6 (S): -0.460

***

3.
# C9H14

A cluster of 2 separate species, C9H14 in total at a distorted geometry (ωB97M-V with the def2-TZVPD basis set, the Open Molecules 2025 dataset).

```
23
Properties=species:S:1:pos:R:3:forces:R:3
C 0.53779 -1.21224 -0.86112 0.8 -0.5 -0.6
C -1.39916 -0.96793 1.14874 0.0 0.1 0.4
C -0.72994 -0.73852 -1.15002 -2.8 0.3 0.2
C -0.09411 -1.49404 1.42794 -1.7 0.3 1.1
C 0.88810 -1.59518 0.45245 -2.4 0.3 -0.1
C 0.83546 2.35192 -0.82360 0.7 -1.1 1.8
C 0.28670 2.42137 -2.26114 -0.7 0.5 0.7
C 0.19174 -1.84964 2.88019 2.1 0.1 -0.1
C -1.73359 -0.57705 -0.11067 2.0 0.5 -2.1
H 0.28605 2.93502 -0.06300 0.1 0.5 -0.8
H 0.63152 1.32252 -0.35105 0.8 1.2 -1.1
H -2.20820 -0.84021 1.88404 0.9 -0.3 0.2
H -1.29161 -0.52088 -2.11231 2.1 -0.2 0.6
H 1.95526 2.61545 -0.68400 -1.8 -0.5 -0.5
H -2.61413 0.01564 -0.43080 0.3 -0.9 0.7
H 0.76524 1.63084 -2.85964 -0.4 0.3 0.0
H 1.06573 -2.63616 2.81878 -1.5 1.7 0.8
H 0.46994 -0.86713 3.40028 0.2 -1.5 -0.6
H 0.52361 3.42114 -2.71051 -0.4 -0.9 0.2
H -0.62892 -2.22235 3.50244 0.0 -0.2 -0.6
H 1.34236 -1.34836 -1.61471 -0.9 0.2 0.2
H 1.77423 -2.11774 0.72421 0.9 0.1 -0.2
H -0.85404 2.27354 -2.20651 1.7 0.2 -0.4
```
Positions in Å, forces in eV/Å.

Properties
Frontier orbital gap: 0.3631 Ha
HOMO: -8.88 eV

Atom charges from the Mulliken analysis, given in e for atoms 1 to 6: atom 1 (C): -0.537, atom 2 (C): -0.498, atom 3 (C): -0.447, atom 4 (C): 1.000, atom 5 (C): -0.404, atom 6 (C): -0.521

***

4.
# C4H8O5PtSSe2Te2

A structure of composition C4H8O5PtSSe2Te2 at a distorted geometry (ωB97M-V with the def2-TZVPD basis set, the Open Molecules 2025 dataset).

```
23
Properties=species:S:1:pos:R:3:forces:R:3
Pt -0.17785 1.47296 0.36338 0.7 0.3 1.2
Te 4.32824 4.63931 0.72586 0.4 0.2 0.5
Te 2.11133 4.06762 -0.54469 -0.4 0.2 -0.6
Se -0.16554 3.83098 0.54650 0.1 0.1 0.2
Se 2.01018 1.59427 -0.66846 -0.1 -0.6 -0.3
S -2.98102 1.63015 0.77385 -0.3 -0.7 -0.9
O -4.24375 1.06894 1.25653 0.3 0.2 0.7
O -0.24003 -0.72576 0.31394 0.0 0.0 -0.1
O -2.54251 0.87621 -0.43571 -0.5 0.1 -0.4
O -1.81035 1.37545 1.75887 0.0 0.1 -0.3
O -3.04966 3.07757 0.54031 -0.1 0.0 0.1
C -0.56914 -1.28310 -0.97954 -0.1 0.0 0.1
C 0.80812 -1.47246 0.93491 0.0 0.0 0.0
C 1.52605 -2.16812 -0.20908 0.0 0.0 0.0
C 0.37219 -2.47303 -1.16844 0.0 0.0 0.0
H 1.42681 -0.77021 1.48907 0.0 0.0 0.0
H -1.62674 -1.53620 -0.96416 0.0 0.0 0.0
H -0.11909 -3.40811 -0.88779 0.0 0.0 0.0
H 0.35997 -2.19375 1.62813 0.0 0.0 0.0
H 0.70086 -2.55883 -2.20433 0.0 0.0 0.0
H -0.41615 -0.50044 -1.72017 0.0 0.0 0.0
H 2.05855 -3.06249 0.11843 0.0 0.0 0.0
H 2.23952 -1.48094 -0.66737 0.0 0.0 0.0
```
Positions in Å, forces in eV/Å.

Properties
Frontier orbital gap: 0.1973 Ha
Total charge: -2
HOMO: -1.12 eV

Atom charges from the Mulliken analysis, given in e for atoms 1 to 6: atom 1 (Pt): 0.660, atom 2 (Te): -0.608, atom 3 (Te): 0.086, atom 4 (Se): -0.163, atom 5 (Se): -0.364, atom 6 (S): 1.215

***

Energy relative to the best compared isomer or geometry (same formula, charge and spin) / kJ/mol: 0.00 71.62 132.66 108.25